# 1
DFT (ωB97M-V/def2-TZVPD) results for C6H11NO2 as an isolated structure at a distorted geometry.

Cartesian coordinates (Å):
C1 -0.585 -0.931 -0.125
C2 -1.482 0.296 0.072
C3 2.613 1.424 0.512
C4 -1.425 -2.205 -0.199
C5 -0.855 1.633 0.368
C6 1.155 1.411 0.199
N1 0.159 -0.767 -1.370
O1 -1.383 2.699 0.312
O2 0.396 1.537 1.243
H1 0.079 -1.017 0.752
H2 0.692 0.113 -1.331
H3 0.822 -1.521 -1.501
H4 -2.058 0.439 -0.848
H5 -2.190 0.107 0.883
H6 3.010 2.365 0.117
H7 3.120 0.614 -0.015
H8 2.827 1.378 1.586
H9 -0.787 -3.075 -0.360
H10 -1.974 -2.357 0.731
H11 -2.135 -2.141 -1.025

Atomic forces in eV per Å
0.16 0.05 0.12
0.25 -0.31 -0.65
-0.14 0.08 0.39
0.04 0.25 0.08
-0.78 0.78 1.71
0.62 0.34 0.20
0.22 0.21 -0.18
0.70 -0.85 -0.39
-0.44 -0.16 -1.21
-0.11 0.00 -0.04
-0.35 -0.43 -0.09
-0.07 -0.09 0.00
-0.04 0.01 0.15
0.06 0.16 0.07
-0.02 -0.07 -0.07
-0.05 0.07 -0.05
-0.02 -0.03 -0.02
0.00 0.03 -0.02
-0.03 -0.03 0.01
0.01 -0.01 -0.02

Properties
Calculated total energy: -11982.67281 eV
Lowest unoccupied orbital energy: 0.80 eV
HOMO: -8.717 eV
Gap between HOMO and LUMO: 9.52 eV
Charge: 0
Molar mass: 129.2 g/mol

=====

# 2
DFT (ωB97M-V/def2-TZVPD) results for a 2-piece molecular cluster, C3H9NO2 overall at a distorted geometry.

Cartesian coordinates (Å):
C1 -0.340 0.270 -1.112
C2 0.981 0.998 -0.991
C3 1.988 0.434 0.124
N1 1.393 -0.364 1.081
O1 3.221 0.734 0.138
H1 -0.203 -0.788 -1.311
H2 -0.836 0.310 -0.146
H3 -1.019 0.703 -1.915
H4 0.795 2.079 -0.671
H5 1.595 1.113 -1.933
H6 0.687 0.073 1.675
H7 1.983 -0.946 1.681
H8 -3.423 -0.875 1.511
H9 -3.482 -2.318 1.116
O2 -3.340 -1.422 0.753

Atomic forces in eV per Å
-0.53 0.24 -0.69
1.80 1.46 0.73
2.71 1.88 -0.77
-0.16 -0.61 1.06
-4.07 -1.41 -0.44
0.06 -0.13 -0.21
-0.39 0.09 -0.08
0.91 -0.43 1.07
0.22 -1.23 -0.34
-0.73 -0.42 0.97
-0.11 -0.17 -0.79
0.29 0.71 -0.51
-0.12 0.94 1.00
0.12 0.57 -0.44
0.00 -1.50 -0.56

Properties
Calculated total energy: -8841.82309 eV
Structure (SMILES): CCC(N)=O.O
Lowest unoccupied orbital energy: 0.55 eV
HOMO: -9.646 eV
Gap between HOMO and LUMO: 10.20 eV
Charge: 0
Molar mass: 91.1 g/mol

=====

# 3
DFT (ωB97M-V/def2-TZVPD) results for a 4-piece molecular cluster, C22H48O19P4 overall at a distorted geometry.

Cartesian coordinates (Å):
O1 -7.613 -5.643 0.229
C1 -6.496 -5.982 0.432
O2 -6.057 -7.209 0.824
C2 -4.792 -7.004 1.420
O3 -4.347 -7.819 2.151
C3 -4.273 -5.686 0.984
P1 -2.651 -4.971 1.188
O4 -2.553 -3.592 0.695
O5 -1.489 -5.900 0.609
O6 -2.414 -4.969 2.767
C4 -5.289 -5.060 0.359
O7 -5.306 -3.863 -0.224
H1 -1.777 -6.415 -0.156
H2 -1.626 -4.435 2.943
H3 -4.749 -3.927 -1.015
O8 -1.793 3.483 0.239
P2 -1.028 2.412 0.914
O9 0.419 3.037 1.257
C5 0.524 4.068 2.244
C6 0.380 3.516 3.652
O10 -0.642 1.418 -0.318
C7 -1.339 1.472 -1.561
C8 -0.584 2.306 -2.575
O11 -0.909 1.204 1.987
C9 -2.109 0.497 2.385
C10 -2.697 -0.330 1.260
H4 -0.220 4.846 2.054
H5 1.509 4.519 2.125
H6 -0.633 3.149 3.827
H7 0.595 4.287 4.393
H8 1.059 2.677 3.806
H9 -2.353 1.850 -1.422
H10 -1.426 0.443 -1.917
H11 -0.322 3.282 -2.169
H12 -1.180 2.447 -3.478
H13 0.349 1.810 -2.850
H14 -2.844 1.213 2.763
H15 -1.821 -0.146 3.214
H16 -3.132 0.310 0.488
H17 -3.486 -0.980 1.637
H18 -1.934 -0.944 0.786
O12 -3.438 -5.236 -4.674
P3 -2.714 -4.687 -5.844
O13 -1.241 -5.339 -5.808
C11 -1.083 -6.738 -6.064
C12 -1.233 -7.079 -7.536
O14 -2.384 -3.163 -5.371
C13 -3.099 -2.564 -4.292
C14 -2.323 -2.682 -2.997
O15 -2.637 -4.271 -7.407
C15 -3.856 -3.948 -8.117
C16 -4.486 -2.654 -7.641
H19 -1.795 -7.307 -5.460
H20 -0.081 -6.998 -5.726
H21 -2.258 -6.921 -7.876
H22 -0.976 -8.124 -7.713
H23 -0.588 -6.445 -8.143
H24 -4.092 -3.004 -4.194
H25 -3.240 -1.512 -4.547
H26 -2.000 -3.705 -2.805
H27 -2.925 -2.340 -2.151
H28 -1.419 -2.074 -3.046
H29 -4.561 -4.777 -8.026
H30 -3.581 -3.865 -9.167
H31 -4.910 -2.763 -6.640
H32 -5.292 -2.360 -8.314
H33 -3.745 -1.857 -7.599
O16 6.687 5.423 2.970
P4 6.047 5.286 4.296
O17 4.561 4.722 4.028
C17 4.390 3.387 3.541
C18 4.627 2.356 4.631
O18 5.716 6.832 4.693
C19 6.365 7.919 4.034
C20 5.501 8.478 2.923
O19 6.075 4.843 5.857
C21 7.342 4.777 6.549
C22 7.967 6.143 6.760
H34 5.050 3.208 2.688
H35 3.363 3.311 3.187
H36 5.675 2.338 4.937
H37 4.361 1.359 4.277
H38 4.035 2.590 5.515
H39 7.342 7.618 3.655
H40 6.537 8.688 4.791
H41 5.161 7.690 2.251
H42 6.050 9.222 2.344
H43 4.611 8.952 3.340
H44 8.024 4.122 6.002
H45 7.137 4.308 7.510
H46 8.323 6.567 5.819
H47 8.820 6.065 7.434
H48 7.241 6.838 7.180

Atomic forces in eV per Å
-0.18 -0.58 -0.15
-0.20 1.17 -0.40
-0.09 0.46 0.56
-0.04 -0.41 -0.02
0.33 -0.03 -0.10
-0.01 -0.14 -0.33
0.90 1.68 0.91
-0.42 -0.27 -0.68
-0.88 -0.58 0.05
0.01 -0.75 -0.29
0.86 -0.44 0.30
-0.69 -0.63 -0.27
0.28 -0.02 -0.04
-0.09 0.02 0.19
0.25 0.53 0.17
-1.99 -0.25 2.31
4.72 -1.09 -3.77
-0.33 -0.07 0.29
0.02 0.10 0.28
-0.12 -0.05 0.00
-0.32 -0.10 0.33
0.05 0.15 -0.29
0.19 -0.02 -0.03
-2.25 1.40 0.94
-0.21 -0.31 -0.02
0.02 0.19 -0.22
0.00 -0.03 -0.07
0.01 -0.07 -0.16
0.01 0.03 0.05
0.02 0.03 -0.04
0.04 0.03 0.00
0.05 0.12 0.07
0.07 -0.04 0.11
-0.17 0.03 0.05
0.00 -0.01 0.00
-0.02 -0.01 -0.02
0.04 0.01 0.05
0.17 0.08 -0.01
-0.02 0.00 0.02
0.04 -0.02 0.04
-0.02 -0.09 0.08
-1.96 -1.15 -2.01
4.68 3.14 2.45
-0.39 -0.11 -0.31
0.04 -0.27 -0.07
-0.12 0.12 -0.05
-0.40 -0.13 -0.36
0.06 0.01 0.36
0.15 0.07 0.08
-2.21 -1.76 0.05
-0.19 0.25 -0.19
0.04 0.00 0.23
0.00 0.05 0.03
0.01 0.13 0.06
0.01 -0.06 -0.01
0.01 0.00 0.05
0.05 -0.03 0.02
0.05 -0.11 -0.02
0.09 -0.02 -0.11
-0.18 -0.07 -0.07
0.06 0.05 0.02
-0.02 0.04 0.06
0.03 -0.02 -0.03
0.17 -0.06 0.05
-0.01 0.00 -0.01
0.02 -0.04 -0.03
0.01 0.00 -0.08
2.09 -2.00 1.03
-4.75 3.89 -0.23
0.35 -0.23 0.14
-0.01 -0.32 0.04
0.11 0.03 0.06
0.37 -0.26 0.23
-0.08 0.21 -0.27
-0.19 0.03 0.02
2.14 -1.43 -1.06
0.20 0.11 0.26
-0.04 0.11 -0.19
0.00 0.10 -0.01
0.00 0.18 -0.01
-0.01 -0.06 -0.02
-0.01 0.02 -0.04
-0.06 -0.01 -0.03
-0.06 -0.12 -0.07
-0.06 -0.08 0.09
0.17 -0.06 -0.02
0.00 0.00 0.01
0.02 0.02 0.00
-0.02 -0.03 0.02
-0.16 -0.03 -0.06
0.01 0.00 0.01
-0.02 -0.05 0.01
-0.01 -0.04 0.06

Properties
Calculated total energy: -99656.58545 eV
Structure (SMILES): O=C1OC(=O)C(P(=O)(O)O)=C1O.CCOP(=O)(OCC)OCC.CCOP(=O)(OCC)OCC.CCOP(=O)(OCC)OCC
Lowest unoccupied orbital energy: -1.37 eV
HOMO: -10.127 eV
Gap between HOMO and LUMO: 8.76 eV
Charge: 0
Molar mass: 740.5 g/mol

=====

# 4
DFT (ωB97M-V/def2-TZVPD) results for an isolated molecule of C3H2ClN3O at a distorted geometry.

Cartesian coordinates (Å):
C1 -0.100 -1.490 -0.355
C2 -0.684 -1.134 0.847
C3 0.484 1.883 -0.165
N1 0.377 -0.450 -0.937
N2 -0.524 0.124 1.054
N3 0.057 0.544 -0.058
O1 0.204 2.705 0.613
Cl1 1.317 2.054 -1.688
H1 0.019 -2.505 -0.850
H2 -1.150 -1.730 1.539

Atomic forces in eV per Å
0.26 -3.20 -1.73
0.24 -0.32 0.18
-0.32 -1.20 -1.27
0.22 1.75 -0.06
-0.53 1.25 0.21
0.92 -0.28 -0.33
0.21 0.98 0.54
0.27 0.76 0.10
-0.31 1.54 0.84
-0.97 -1.29 1.52

Properties
Calculated total energy: -22182.33900 eV
Structure (SMILES): O=C(Cl)n1nccn1
Lowest unoccupied orbital energy: -0.05 eV
HOMO: -11.003 eV
Gap between HOMO and LUMO: 10.95 eV
Charge: 0
Molar mass: 131.5 g/mol

=====

# 5
DFT (ωB97M-V/def2-TZVPD) results for an isolated ion of composition C4H12N2OPS and charge +1 at a distorted geometry.

Cartesian coordinates (Å):
N1 3.250 -0.021 -0.440
P1 2.169 -0.476 0.893
O1 1.988 0.871 1.884
C1 0.523 -0.817 0.028
C2 -0.730 -0.878 0.972
N2 -1.893 -0.726 0.056
C3 -1.564 0.533 -0.711
S1 -2.036 2.090 0.158
C4 -0.047 0.266 -1.024
H1 2.772 0.759 -0.911
H2 3.148 -0.795 -1.103
H3 2.241 1.685 1.430
H4 0.707 -1.715 -0.601
H5 -0.725 -1.722 1.682
H6 -0.613 0.032 1.595
H7 -2.763 -0.709 0.592
H8 -1.998 -1.429 -0.683
H9 -2.045 0.602 -1.707
H10 -2.875 1.679 1.177
H11 -0.107 -0.339 -1.961
H12 0.596 1.108 -1.325

Atomic forces in eV per Å
-2.29 0.47 0.71
1.12 -1.10 1.18
-0.07 -0.81 -1.89
-1.40 2.13 -0.85
2.87 -0.47 0.49
-0.45 0.53 -0.05
0.57 0.90 -0.59
0.12 -0.13 0.55
-0.01 -1.43 -0.78
0.59 0.04 -0.21
0.50 0.02 0.13
-0.09 0.30 0.16
-0.11 0.15 0.93
-0.60 0.04 -0.75
-0.73 -0.32 -0.40
-0.12 0.27 -0.26
0.29 -0.50 0.58
-0.30 -0.56 0.88
0.59 -0.19 -0.85
0.05 0.65 0.33
-0.55 0.01 0.70

Properties
Calculated total energy: -29487.02867 eV
Structure (SMILES): NP(O)[C@H]1C[NH2+][C@@H](S)C1
Lowest unoccupied orbital energy: -3.55 eV
HOMO: -12.082 eV
Gap between HOMO and LUMO: 8.54 eV
Charge: +1
Molar mass: 167.2 g/mol

=====

# 6
DFT (ωB97M-V/def2-TZVPD) results for C21H28F3O4V as an isolated structure at a distorted geometry.

Cartesian coordinates (Å):
O1 -0.563 0.768 -3.582
C1 0.570 1.109 -4.351
C2 0.056 2.508 -4.705
H1 0.596 0.415 -5.141
H2 1.432 0.956 -3.730
C3 -1.245 2.012 -3.894
H3 -0.002 2.810 -5.791
H4 0.699 3.256 -4.187
C4 -2.427 1.490 -4.670
H5 -2.052 0.836 -5.477
H6 -3.009 2.322 -5.053
H7 -3.004 0.782 -4.046
C5 -1.568 2.906 -2.678
H8 -0.661 3.279 -2.173
H9 -2.177 2.450 -1.868
H10 -2.109 3.819 -3.007
V1 0.422 -0.717 -0.716
C6 1.129 0.882 0.726
C7 2.255 0.022 0.550
C8 2.686 0.120 -0.809
H11 2.763 -0.505 1.352
C9 1.851 1.077 -1.459
C10 0.858 1.516 -0.530
H12 0.128 2.302 -0.706
H13 0.637 1.084 1.673
H14 3.575 -0.336 -1.245
H15 2.113 1.590 -2.380
C11 -1.210 -1.060 0.925
C12 -1.637 0.153 0.310
C13 -1.957 -0.112 -1.045
H16 -1.809 1.107 0.809
C14 -1.668 -1.484 -1.320
C15 -1.258 -2.097 -0.074
H17 -1.149 -3.162 0.114
H18 -1.026 -1.204 1.991
H19 -2.558 0.549 -1.665
H20 -1.849 -1.991 -2.262
O2 0.009 -1.623 -5.251
C16 -0.081 -1.008 -6.614
C17 0.676 -1.860 -7.622
H21 0.455 -0.041 -6.578
H22 -1.140 -0.748 -6.826
C18 1.529 -2.826 -6.736
H23 1.362 -1.248 -8.224
H24 -0.020 -2.336 -8.300
C19 1.144 -2.502 -5.250
H25 2.618 -2.694 -6.881
H26 1.330 -3.897 -6.915
H27 1.956 -1.968 -4.721
H28 0.943 -3.439 -4.702
F1 2.534 -4.900 1.034
C20 2.420 -4.358 -0.204
F2 3.656 -4.261 -0.774
F3 1.666 -5.176 -0.992
C21 1.738 -2.954 -0.057
O3 1.472 -2.556 1.086
O4 1.480 -2.325 -1.166

Atomic forces in eV per Å
-0.22 0.54 1.48
-0.20 -0.26 -0.12
0.15 0.18 0.13
0.54 -0.22 -0.60
0.56 0.42 -0.42
0.80 -0.05 0.22
-0.22 -0.56 1.15
-0.94 -0.13 -0.20
0.01 0.08 -0.42
-0.15 0.62 0.09
-0.51 -0.16 -0.20
0.05 0.71 -0.02
-0.23 0.48 0.18
-0.20 -0.24 -0.49
0.25 0.06 -0.81
0.21 -0.53 -0.01
-0.67 1.84 0.95
0.98 0.11 -0.48
-0.05 0.77 -0.11
-0.45 1.04 0.39
-0.36 -0.12 -0.38
0.43 0.07 0.81
0.85 -0.11 0.26
0.19 -0.49 0.09
-0.01 -0.21 -0.32
-0.51 -0.07 0.14
-0.35 -0.47 0.32
-0.54 -0.68 -0.73
-0.36 -0.73 -0.26
0.05 -0.91 0.36
0.31 -0.32 -0.16
-0.33 -0.02 0.84
-0.54 0.99 0.01
0.35 0.38 -0.16
0.29 0.06 -0.54
0.85 -0.16 -0.16
0.10 0.10 0.20
-0.20 -0.25 -2.31
0.24 0.60 1.27
0.44 -0.41 0.46
-0.38 -0.42 -0.16
0.63 -0.66 0.13
-0.04 -0.29 0.50
-0.38 -0.05 0.13
0.07 -0.49 -0.06
0.42 0.32 -0.37
-0.60 0.08 -0.03
-0.09 0.54 -0.19
-0.09 -0.31 -0.23
-0.25 0.60 -0.08
0.16 0.00 -1.38
-0.11 0.29 0.09
-0.94 -0.22 0.57
0.67 0.45 0.74
-0.41 0.55 0.55
0.42 -0.90 -1.58
0.26 -1.42 0.87

Properties
Calculated total energy: -64258.96571 eV
Spin multiplicity: 3
Lowest unoccupied orbital energy (spin up / spin down): 0.35 / 0.58 eV
HOMO (spin up / spin down): -8.047 / -8.508 eV
Gap between HOMO and LUMO (spin up / spin down): 8.40 / 9.09 eV
Charge: 0
Molar mass: 452.4 g/mol

=====

Which value of molar mass does entry 4 give? 131.5 g/mol

=====

What did the first record say?
DFT (ωB97M-V/def2-TZVPD) results for C6H11NO2 as an isolated structure at a distorted geometry.

Cartesian coordinates (Å):
C1 -0.585 -0.931 -0.125
C2 -1.482 0.296 0.072
C3 2.613 1.424 0.512
C4 -1.425 -2.205 -0.199
C5 -0.855 1.633 0.368
C6 1.155 1.411 0.199
N1 0.159 -0.767 -1.370
O1 -1.383 2.699 0.312
O2 0.396 1.537 1.243
H1 0.079 -1.017 0.752
H2 0.692 0.113 -1.331
H3 0.822 -1.521 -1.501
H4 -2.058 0.439 -0.848
H5 -2.190 0.107 0.883
H6 3.010 2.365 0.117
H7 3.120 0.614 -0.015
H8 2.827 1.378 1.586
H9 -0.787 -3.075 -0.360
H10 -1.974 -2.357 0.731
H11 -2.135 -2.141 -1.025

Atomic forces in eV per Å
0.16 0.05 0.12
0.25 -0.31 -0.65
-0.14 0.08 0.39
0.04 0.25 0.08
-0.78 0.78 1.71
0.62 0.34 0.20
0.22 0.21 -0.18
0.70 -0.85 -0.39
-0.44 -0.16 -1.21
-0.11 0.00 -0.04
-0.35 -0.43 -0.09
-0.07 -0.09 0.00
-0.04 0.01 0.15
0.06 0.16 0.07
-0.02 -0.07 -0.07
-0.05 0.07 -0.05
-0.02 -0.03 -0.02
0.00 0.03 -0.02
-0.03 -0.03 0.01
0.01 -0.01 -0.02

Properties
Calculated total energy: -11982.67281 eV
Lowest unoccupied orbital energy: 0.80 eV
HOMO: -8.717 eV
Gap between HOMO and LUMO: 9.52 eV
Charge: 0
Molar mass: 129.2 g/mol

=====

The highest charge belongs to which entry? C4H12N2OPS